[1]
DFT (the ωB97M-V functional and the def2-TZVPD basis) results for C42H41BrFeGeN8O as an isolated structure.

Values from the calculation:
- DFT total energy: -8052.1113 Ha
- Total charge: +3
- Gap between HOMO and LUMO (alpha / beta): 6.411 / 4.555 eV
- Highest occupied orbital energy (alpha / beta): -15.5 / -15.5 eV
- E_LUMO (alpha / beta): -9.08 / -10.93 eV
- Spin multiplicity: 6
- Relative energy (zero: lowest compared OMol25 entry of this formula, charge and spin): 0.00 kcal per mole

The geometry in XYZ format:
```
95
C42H41BrFeGeN8O the ωB97M-V functional and the def2-TZVPD basis
Fe 0.143 1.251 0.667
Br -2.618 -5.872 1.970
C -2.101 -4.178 1.526
C -2.996 -3.331 0.818
C -2.624 -2.063 0.525
C -1.305 -1.571 0.859
O -1.023 -0.394 0.592
C -0.391 -2.476 1.565
C 0.856 -1.943 2.103
N 1.712 -1.241 1.444
C 2.572 -0.425 2.270
C 3.940 -0.484 2.260
C 4.684 0.214 3.233
C 4.047 0.879 4.243
C 2.635 0.982 4.256
C 1.908 1.605 5.301
C 0.551 1.682 5.232
C -0.096 1.217 4.074
N 0.528 0.630 3.070
C 1.888 0.420 3.200
C -0.820 -3.718 1.923
H -3.977 -3.698 0.540
H -3.306 -1.382 0.028
H 1.042 -2.097 3.167
H 4.463 -1.114 1.549
H 5.766 0.159 3.210
H 4.616 1.320 5.055
H 2.446 1.994 6.160
H -0.031 2.120 6.032
H -1.169 1.339 3.966
H -0.166 -4.376 2.488
C 0.721 5.071 3.148
C 1.072 4.014 2.322
N 0.155 3.353 1.618
C -1.130 3.771 1.704
C -1.471 4.767 2.603
N -0.551 5.409 3.325
C -2.050 3.225 0.659
C -3.341 3.622 0.391
C -3.965 3.152 -0.774
C -3.203 2.368 -1.654
C -1.901 2.056 -1.324
N -1.394 2.424 -0.158
C -0.864 1.493 -2.229
C -1.054 1.230 -3.577
N -0.025 1.084 -4.410
C 1.201 1.176 -3.902
C 1.397 1.278 -2.531
N 0.368 1.432 -1.698
C -5.362 3.525 -1.095
C -5.816 3.551 -2.407
C -7.148 3.863 -2.652
N -8.015 4.161 -1.682
C -7.571 4.157 -0.422
C -6.260 3.842 -0.084
H 1.470 5.641 3.688
H 2.104 3.690 2.232
H -2.500 5.081 2.742
H -3.847 4.326 1.039
H -3.635 2.009 -2.578
H -2.044 1.134 -4.007
H 2.034 1.159 -4.595
H 2.393 1.258 -2.112
H -5.153 3.368 -3.245
H -7.534 3.876 -3.666
H -8.293 4.413 0.347
H -5.972 3.825 0.963
C 5.612 -2.544 -3.406
C 4.412 -2.914 -2.537
C 4.773 -3.027 -1.055
C 3.547 -3.156 -0.141
Ge 2.328 -1.683 -0.466
C 0.881 -2.023 -1.719
C 0.573 -3.516 -1.885
C -0.505 -3.749 -2.942
C -0.678 -5.229 -3.273
H 5.335 -2.485 -4.461
H 6.400 -3.296 -3.314
H 6.032 -1.578 -3.109
H 3.984 -3.861 -2.883
H 3.631 -2.144 -2.666
H 5.366 -2.151 -0.766
H 5.408 -3.902 -0.897
H 3.830 -3.191 0.911
H 2.988 -4.071 -0.354
H 2.984 -0.303 -0.590
H 1.252 -1.610 -2.663
H -0.013 -1.459 -1.457
H 0.246 -3.949 -0.931
H 1.480 -4.048 -2.185
H -0.234 -3.200 -3.848
H -1.455 -3.335 -2.585
H 0.253 -5.655 -3.653
H -1.441 -5.370 -4.039
H -0.978 -5.803 -2.391
```

Atomic partial charges in e from the natural (NBO) method, atoms 1 to 4: 1.61 0.35 -0.05 -0.20

=====

[2]
DFT (the ωB97M-V functional and the def2-TZVPD basis) results for C42H41Cl2N4O4STeTi as an isolated structure.

Values from the calculation:
- DFT total energy: -4580.2135 Ha
- Total charge: +3
- Gap between HOMO and LUMO: 6.348 eV
- Highest occupied orbital energy: -14.9 eV
- E_LUMO: -8.58 eV
- Relative energy (zero: lowest compared OMol25 entry of this formula, charge and spin): 74.64 kcal per mole

The geometry in XYZ format:
```
96
C42H41Cl2N4O4STeTi the ωB97M-V functional and the def2-TZVPD basis
Ti -0.597 0.124 0.408
C -0.179 -6.853 1.332
C -0.527 -5.393 1.276
C -1.620 -4.875 1.948
C -1.966 -3.511 1.904
C -3.099 -3.151 2.737
N -4.019 -2.253 2.596
C -4.357 -1.388 1.443
C -4.780 -2.194 0.200
C -3.812 -2.089 -0.986
N -3.344 -3.427 -1.385
C -2.421 -3.811 -2.229
C -1.365 -3.166 -2.936
C -0.907 -3.951 -4.028
C 0.118 -3.568 -4.859
C 0.576 -4.406 -6.018
C 0.758 -2.379 -4.509
C 0.379 -1.569 -3.446
C 1.279 -0.457 -3.137
N 0.972 0.592 -2.483
C 2.075 1.439 -2.038
C 2.314 1.168 -0.554
C 2.448 -0.311 -0.208
N 1.137 -0.976 0.034
C 1.120 -2.252 0.105
C 0.036 -3.098 0.608
C 0.294 -4.470 0.632
C -1.135 -2.601 1.223
O -1.388 -1.305 1.272
C -0.723 -1.920 -2.604
O -1.076 -1.229 -1.579
H -1.073 -7.469 1.414
H 0.451 -7.063 2.197
H 0.367 -7.164 0.444
H -2.240 -5.546 2.532
H -3.220 -3.757 3.631
H -4.680 -2.205 3.364
H -3.507 -0.743 1.249
H -5.174 -0.764 1.797
H -5.772 -1.860 -0.102
H -4.912 -3.240 0.490
H -2.939 -1.488 -0.766
H -4.298 -1.642 -1.856
H -3.953 -4.179 -1.089
H -2.503 -4.873 -2.446
H -1.401 -4.897 -4.218
H -0.200 -5.103 -6.327
H 1.463 -4.985 -5.757
H 0.829 -3.786 -6.877
H 1.626 -2.075 -5.087
H 2.312 -0.588 -3.479
H 1.825 2.488 -2.201
H 2.983 1.212 -2.609
H 1.528 1.639 0.054
H 3.231 1.675 -0.247
H 3.020 -0.420 0.715
H 2.971 -0.862 -0.996
H 2.030 -2.794 -0.164
H 1.205 -4.824 0.163
Cl 1.047 -0.529 3.048
C 1.238 1.061 3.741
C 2.079 1.206 4.825
C 2.243 2.471 5.369
C 1.574 3.555 4.825
C 0.736 3.380 3.736
Cl -0.072 4.769 3.100
C 0.542 2.118 3.161
S -0.599 1.985 1.820
H 2.595 0.349 5.232
H 2.895 2.613 6.218
H 1.695 4.546 5.239
Te -1.554 1.225 -2.956
C -3.599 1.462 -2.669
C -4.342 0.745 -3.603
C -5.724 0.911 -3.650
C -6.340 1.770 -2.756
C -5.588 2.475 -1.816
C -4.214 2.331 -1.771
C -1.026 3.196 -3.285
C -0.546 3.469 -4.563
C -0.261 4.785 -4.902
C -0.436 5.791 -3.964
C -0.894 5.499 -2.683
C -1.202 4.196 -2.331
H -3.872 0.067 -4.311
H -6.308 0.378 -4.386
H -7.412 1.905 -2.793
H -6.079 3.152 -1.130
H -3.636 2.889 -1.046
H -0.390 2.686 -5.297
H 0.103 5.020 -5.892
H -0.207 6.814 -4.229
H -1.013 6.292 -1.958
H -1.546 3.972 -1.331
O -2.203 0.727 -0.205
O -1.202 1.472 -0.949
```

Atomic partial charges in e from the Mulliken method, atoms 1 to 4: 0.19 -1.73 -0.20 -0.80

=====

[3]
DFT (the ωB97M-V functional and the def2-TZVPD basis) results for a 9-piece molecular cluster, C42H42F48O15 overall.

Values from the calculation:
- DFT total energy: -7547.2322 Ha
- Total charge: +1
- Gap between HOMO and LUMO (alpha / beta): 9.353 / 1.462 eV
- Highest occupied orbital energy (alpha / beta): -11.8 / -11.8 eV
- E_LUMO (alpha / beta): -2.45 / -10.34 eV
- Spin multiplicity: 2

The geometry in XYZ format:
```
147
C42H42F48O15 the ωB97M-V functional and the def2-TZVPD basis
C -0.552 -5.247 -6.273
C 0.187 -5.042 -4.851
C 0.250 -3.632 -4.325
O -0.189 -3.816 -2.987
C -0.447 -5.117 -2.728
O -0.810 -5.644 -1.703
O -0.474 -5.766 -3.911
H 0.117 -4.964 -7.086
H -1.563 -4.874 -6.432
H -0.614 -6.295 -6.564
H 1.210 -5.394 -4.986
H -0.424 -3.002 -4.904
H 1.304 -3.360 -4.383
C -4.048 -2.598 -2.259
C -4.255 -2.907 -3.722
C -3.507 -4.169 -4.185
O -4.499 -5.119 -4.443
C -5.647 -4.496 -4.443
O -6.746 -5.008 -4.789
O -5.505 -3.258 -4.063
H -4.527 -1.634 -2.088
H -2.981 -2.562 -2.038
H -4.484 -3.352 -1.603
H -4.178 -2.040 -4.379
H -3.032 -4.659 -3.335
H -2.829 -4.175 -5.038
C 0.917 4.596 -5.939
C 2.023 3.601 -5.393
C 2.940 2.966 -6.376
O 4.175 3.088 -5.746
C 4.203 4.050 -4.851
O 5.208 4.546 -4.396
O 2.891 4.361 -4.496
H 0.250 4.168 -6.688
H 1.358 5.496 -6.366
H 0.255 4.957 -5.152
H 1.598 2.896 -4.679
H 3.001 3.391 -7.378
H 2.758 1.894 -6.304
C -4.412 4.292 3.013
C -5.776 5.079 3.039
C -6.341 5.583 1.776
F -7.339 6.459 1.933
F -5.507 6.141 0.951
F -6.740 4.458 3.754
F -5.503 6.129 3.753
O -4.581 3.119 2.218
C -3.697 2.933 1.125
C -3.828 1.487 0.551
F -5.009 1.298 0.012
F -2.868 1.108 -0.271
F -3.926 3.816 0.208
F -2.475 2.966 1.527
H -4.059 4.042 4.013
H -3.625 4.938 2.623
H -6.828 4.815 1.175
H -3.778 0.691 1.294
C 0.820 1.525 -0.115
C 1.209 0.666 1.078
C 0.048 -0.218 1.687
F 0.400 -0.954 2.768
F -1.026 0.543 2.102
F 2.097 -0.207 0.669
F 1.677 1.391 2.034
O -0.064 0.798 -0.977
C 0.399 0.856 -2.325
C -0.566 0.163 -3.382
F -1.756 0.785 -3.376
F -0.046 0.067 -4.572
F 0.637 2.050 -2.779
F 1.585 0.254 -2.245
H 1.698 2.035 -0.512
H 0.245 2.403 0.178
H -0.291 -0.926 0.932
H -0.720 -0.823 -2.944
C 0.084 6.981 -2.278
C 0.170 5.786 -1.282
C -0.602 6.033 0.102
F -1.903 6.303 -0.085
F -0.581 4.938 0.879
F -0.432 4.677 -1.815
F 1.466 5.433 -1.110
O 0.697 8.132 -1.756
C 0.290 9.333 -2.484
C 1.494 10.367 -2.251
F 1.141 11.546 -2.680
F 1.846 10.598 -0.992
F 0.168 9.082 -3.774
F -0.872 9.709 -2.096
H -0.984 7.087 -2.472
H 0.260 6.712 -3.319
H -0.186 6.843 0.700
H 2.416 10.021 -2.718
C -0.181 -5.771 1.458
C -0.216 -4.407 2.134
C -0.981 -4.383 3.438
F -1.135 -3.156 3.946
F -2.149 -5.004 3.359
F 1.024 -3.933 2.363
F -0.808 -3.592 1.282
O -0.102 -6.831 2.491
C 1.133 -7.296 2.870
C 0.947 -8.271 4.073
F 1.956 -8.977 4.371
F 0.555 -7.677 5.170
F 1.803 -7.908 1.964
F 1.777 -6.209 3.332
H 0.543 -5.986 0.672
H -1.144 -5.872 0.957
H -0.389 -4.897 4.196
H 0.165 -9.010 3.900
C 5.736 -0.458 1.539
C 4.891 -1.210 2.478
C 4.340 -2.504 1.775
F 5.217 -3.072 0.928
F 3.868 -3.530 2.602
F 5.650 -1.560 3.513
F 3.896 -0.523 2.964
O 5.010 -0.019 0.444
C 5.703 0.591 -0.657
C 4.724 0.921 -1.774
F 3.959 1.930 -1.725
F 5.490 1.168 -2.827
F 6.370 1.657 -0.208
F 6.686 -0.219 -1.040
H 6.624 -1.004 1.220
H 6.264 0.379 1.997
H 3.579 -2.134 1.088
H 4.026 0.100 -1.934
C -0.684 -1.953 7.191
C -0.560 -3.117 8.277
C -0.921 -4.470 7.556
F -2.227 -4.546 7.272
F -0.242 -4.750 6.447
F 0.687 -3.081 8.834
F -1.383 -3.044 9.299
O 0.408 -1.945 6.341
C 1.410 -0.953 6.762
C 2.566 -1.216 5.750
F 3.592 -0.562 5.691
F 3.045 -2.435 6.032
F 0.885 0.219 6.575
F 1.792 -1.179 8.031
H -0.820 -1.025 7.746
H -1.584 -2.104 6.595
H -0.675 -5.302 8.216
H 2.016 -1.099 4.816
```

Atomic partial charges in e from the Mulliken method, atoms 1 to 4: -1.38 0.28 -0.42 0.05

=====

[4]
DFT (the ωB97M-V functional and the def2-TZVPD basis) results for C42H43BN9OPS4Tc as an isolated structure.

Values from the calculation:
- DFT total energy: -4233.7554 Ha
- Total charge: +2
- Gap between HOMO and LUMO (alpha / beta): 5.433 / 6.720 eV
- Highest occupied orbital energy (alpha / beta): -12.1 / -12.3 eV
- E_LUMO (alpha / beta): -6.66 / -5.54 eV
- Spin multiplicity: 2
- Relative energy (zero: lowest compared OMol25 entry of this formula, charge and spin): 3.66 kcal per mole

The geometry in XYZ format:
```
102
C42H43BN9OPS4Tc the ωB97M-V functional and the def2-TZVPD basis
Tc -0.441 0.207 -0.131
C 4.340 -0.914 -1.033
N 3.960 -1.309 0.319
C 4.834 -1.376 1.386
C 4.138 -1.892 2.418
N 2.846 -2.139 1.988
B 1.773 -2.771 2.965
N 0.874 -3.745 2.117
C 1.245 -4.980 1.724
C 0.267 -5.487 0.899
N -0.681 -4.531 0.780
C -1.908 -4.629 -0.016
C -0.318 -3.451 1.541
S -1.179 -2.028 1.660
C 2.737 -1.764 0.700
S 1.374 -1.886 -0.371
H 5.391 -0.636 -1.021
H 3.749 -0.070 -1.370
H 4.192 -1.743 -1.721
H 5.868 -1.080 1.307
H 4.454 -2.135 3.419
H 1.095 -1.897 3.432
H 2.361 -3.428 3.793
H 2.170 -5.425 2.054
H 0.198 -6.436 0.390
H -2.767 -4.793 0.629
H -1.803 -5.464 -0.703
H -2.054 -3.705 -0.567
C -1.330 -2.387 -4.681
N -0.203 -1.504 -4.374
C 0.934 -1.332 -5.154
C 1.683 -0.401 -4.558
N 0.994 0.005 -3.406
C -0.157 -0.694 -3.308
S -1.369 -0.673 -2.108
C 1.436 1.111 -2.620
C 2.144 2.094 -3.282
C 2.763 3.090 -2.546
C 2.680 3.030 -1.172
C 1.899 2.047 -0.600
N 1.231 1.109 -1.302
H -1.084 -2.961 -5.567
H -2.227 -1.798 -4.865
H -1.514 -3.057 -3.843
H 1.112 -1.903 -6.051
H 2.661 -0.028 -4.809
H 2.202 2.087 -4.361
H 3.304 3.883 -3.047
H 3.173 3.754 -0.537
H 1.803 2.001 0.466
O -0.345 3.093 0.076
C -1.124 2.212 -0.208
C -2.513 2.520 -0.648
C -2.844 3.758 -1.184
C -4.142 3.988 -1.606
C -5.101 2.987 -1.478
C -4.772 1.762 -0.913
C -3.465 1.529 -0.498
P -2.872 0.101 0.479
C -4.004 -1.252 -0.024
C -4.424 -1.392 -1.348
C -5.280 -2.424 -1.715
C -5.737 -3.323 -0.763
C -5.346 -3.179 0.562
C -4.488 -2.154 0.927
C -3.547 0.597 2.115
C -4.933 0.578 2.314
C -5.482 1.059 3.491
C -4.658 1.570 4.488
C -3.288 1.605 4.294
C -2.733 1.125 3.111
H -2.079 4.520 -1.272
H -4.413 4.946 -2.032
H -6.115 3.165 -1.814
H -5.533 1.000 -0.804
H -4.103 -0.684 -2.098
H -5.610 -2.508 -2.743
H -6.413 -4.122 -1.048
H -5.724 -3.857 1.317
H -4.212 -2.043 1.968
H -5.592 0.188 1.549
H -6.556 1.044 3.627
H -5.089 1.944 5.409
H -2.643 2.018 5.061
H -1.666 1.172 2.958
C 2.129 1.614 6.647
C 2.142 2.000 5.205
C 2.780 3.087 4.689
C 2.733 3.287 3.302
N 2.065 2.477 2.482
C 1.395 1.438 2.993
S 0.467 0.286 2.154
N 1.465 1.209 4.341
C 3.446 4.442 2.676
H 2.845 2.208 7.208
H 2.373 0.557 6.766
H 1.136 1.778 7.071
H 3.324 3.761 5.336
H 0.990 0.380 4.676
H 4.222 4.842 3.324
H 2.724 5.237 2.474
H 3.879 4.138 1.723
```

Atomic partial charges in e from the Mulliken method, atoms 1 to 4: 1.49 -0.66 0.28 -0.53